H6N2 | wB97M-V/def2-TZVPD

```
8
Properties=species:S:1:pos:R:3:forces:R:3:nbo_charge:R:1
N -0.795696 -0.953935 0.001510 -1.3123 -0.9609 0.5805 -1.0411
H -0.040201 -1.263747 0.621094 -0.3926 0.2257 -0.3629 0.3502
H -1.599557 -0.734600 0.598443 0.2553 -0.3131 -0.2927 0.3530
H -0.490356 -0.072312 -0.422908 -2.5268 -3.2120 1.9990 0.2975
N 0.781082 1.023584 -0.291606 1.3110 1.3404 -0.0362 -0.9982
H 0.117501 0.527772 -0.895303 2.7466 2.5251 -1.1769 0.3171
H 0.389040 1.011228 0.655383 0.3305 0.1149 -0.6009 0.3589
H 1.638187 0.462012 -0.266612 -0.4117 0.2799 -0.1098 0.3627
```
Forces are in eV/Å.

Properties
Relative energy (zero: lowest compared OMol25 entry of this formula, charge and spin)   43.7 kcal/mol
HOMO level   -0.35065 Eh
E_tot   -3075.82573 eV
Structure (SMILES)   N.N
Multiplicity   1

---

H6N2O | wB97M-V/def2-TZVPD

```
9
Properties=species:S:1:pos:R:3:forces:R:3:nbo_charge:R:1
N 1.172542 0.678271 -0.171748 0.7299 0.9116 0.0916 -0.5235
O 1.190596 -0.692796 0.144586 0.2119 -1.4345 -0.8418 -0.6001
H 0.296451 1.053373 0.144308 -0.7955 -0.1581 -0.0458 0.3348
H 1.810534 1.011118 0.527483 0.5328 0.8760 0.1512 0.3238
H 1.789172 -1.021143 -0.557538 -0.6985 -0.0990 0.6237 0.4674
N -2.171022 0.077307 -0.057851 -1.2054 -1.0158 -0.6964 -1.0869
H -2.196241 0.131278 0.942624 0.2860 0.1111 0.5674 0.3527
H -2.964235 -0.595213 -0.267288 1.5979 0.9956 -0.0240 0.3626
H -1.271096 -0.326088 -0.339086 -0.6592 -0.1869 0.1742 0.3692
```
Forces are in eV/Å.

Properties
Relative energy (zero: lowest compared OMol25 entry of this formula, charge and spin)   18.3 kcal/mol
HOMO level   -0.36637 Eh
E_tot   -5123.18087 eV
Structure (SMILES)   NO.N
Multiplicity   1

---

H6NS2 | wB97M-V/def2-TZVPD

```
9
Properties=species:S:1:pos:R:3:forces:R:3:nbo_charge:R:1
N 2.149483 0.468377 1.117189 -3.2295 0.3963 -1.8186 -0.9966
H 1.235325 0.373510 0.430269 1.6282 0.9256 1.0366 0.4708
H 2.118214 1.277124 1.733457 -0.0456 0.2632 -0.2907 0.4273
H 2.952040 0.423713 0.522189 0.8429 -0.1885 -0.1407 0.4275
H 1.936212 -0.343439 1.654007 0.4161 -1.4625 0.8886 0.4203
S -0.650696 -0.788402 0.487089 -0.8392 -3.1357 2.3712 -0.5736
S -0.611329 0.509784 -1.198327 -0.6771 3.0523 -2.2231 -0.4642
H -1.418694 -1.825538 -0.053218 0.8723 0.7789 0.6487 0.1576
H -1.677083 1.273874 -0.727221 1.0319 -0.6295 -0.4719 0.1308
```
Forces are in eV/Å.

Properties
⟨S²⟩   0.753
Relative energy (zero: lowest compared OMol25 entry of this formula, charge and spin)   17.8 kcal/mol
HOMO level (spin up / spin down)   -0.13743 / -0.30839 Eh
E_tot   -23254.38474 eV
Multiplicity   2

---

H6O2S | wB97M-V/def2-TZVPD

```
9
Properties=species:S:1:pos:R:3:forces:R:3:nbo_charge:R:1
O 0.051632 -1.621150 -1.087446 0.1046 0.0502 -0.3212 -0.9648
H 0.144975 -2.497410 -1.473726 0.0066 0.0397 0.0102 0.4675
H 0.482875 -1.010345 -1.711192 -0.1709 -0.0441 0.3845 0.4939
O 0.690831 1.189776 -1.788635 -0.2246 0.1799 0.1536 -0.9497
H -0.230103 1.439161 -1.930103 0.0485 -0.0754 -0.1951 0.4700
H 0.812782 1.414520 -0.856178 0.1747 -0.2480 0.0040 0.4820
S -0.289026 0.127301 1.643537 1.1455 -0.3456 0.2650 -0.2937
H -0.693875 1.340669 2.013192 -0.6261 0.0448 -0.1603 0.1336
H -1.293054 -0.301351 0.891189 -0.4584 0.3984 -0.1407 0.1611
```
Forces are in eV/Å.

Properties
Relative energy (zero: lowest compared OMol25 entry of this formula, charge and spin)   2.9 kcal/mol
HOMO level   -0.35673 Eh
E_tot   -15027.47445 eV
Structure (SMILES)   O.O.S
Multiplicity   1

---

H6O3 | wB97M-V/def2-TZVPD

```
9
Properties=species:S:1:pos:R:3:forces:R:3:nbo_charge:R:1
O -4.206235 16.496457 -8.311803 -0.1917 0.0845 -0.1675 -0.9402
H -3.676471 15.699230 -8.308183 0.1509 -0.2451 -0.0344 0.4713
H -3.998403 16.926476 -7.482265 0.0769 0.1463 0.2079 0.4687
O -1.667894 12.327531 -8.663788 -0.1494 0.1291 0.1505 -0.9369
H -1.908886 11.757097 -9.393688 -0.1141 -0.1405 -0.1802 0.4686
H -0.711037 12.347255 -8.680404 0.2495 0.0377 0.0344 0.4684
O -1.585396 18.250022 -4.749466 0.0698 -0.1160 -0.2006 -0.9360
H -1.970175 17.806431 -3.993553 -0.0736 -0.1552 0.1942 0.4676
H -1.771237 19.177614 -4.603610 -0.0184 0.2592 -0.0045 0.4685
```
Forces are in eV/Å.

Properties
Relative energy (zero: lowest compared OMol25 entry of this formula, charge and spin)   13.7 kcal/mol
HOMO level   -0.41372 Eh
E_tot   -6239.65815 eV
Structure (SMILES)   O.O.O
Multiplicity   1

---

H6O3 | wB97M-V/def2-TZVPD

```
9
Properties=species:S:1:pos:R:3:forces:R:3:nbo_charge:R:1
O -58.181390 12.615407 37.742449 0.4695 -2.4754 2.3316 -0.9394
H -58.926511 12.141000 37.353771 -0.1065 0.3219 -0.3848 0.4781
H -57.960390 11.938564 38.497774 -0.3523 2.1116 -1.9131 0.4741
O -56.597625 15.463727 35.289174 -1.6759 2.1673 -0.9117 -0.9743
H -56.157953 14.661883 35.112822 1.0875 -1.4286 0.7337 0.4958
H -56.441760 15.874245 36.136163 0.5158 -0.6835 0.2152 0.4755
O -55.731620 12.882438 36.282807 1.7613 0.9679 -2.3755 -0.9969
H -54.886629 12.601846 36.627430 -0.4681 -0.3350 0.6607 0.4826
H -56.518332 12.717931 36.751156 -1.2313 -0.6460 1.6438 0.5046
```
Forces are in eV/Å.

Properties
Relative energy (zero: lowest compared OMol25 entry of this formula, charge and spin)   17.0 kcal/mol
HOMO level   -0.39131 Eh
E_tot   -6239.51519 eV
Structure (SMILES)   O.O.O
Multiplicity   1

---

H6O3 | wB97M-V/def2-TZVPD

```
9
Properties=species:S:1:pos:R:3:forces:R:3:nbo_charge:R:1
O 0.820390 -0.056436 -0.015130 -0.0546 -0.1866 0.0412 -0.9575
H 1.549710 -0.577506 -0.350990 0.2442 -0.0596 -0.1143 0.4849
H 0.117000 -0.690366 0.124920 -0.2532 -0.3006 0.0363 0.4926
O 1.406830 2.540984 0.195530 0.2118 0.7624 -0.0183 -0.9653
H 1.075540 2.921944 1.008760 0.0075 0.1749 0.1401 0.4557
H 1.118650 1.628614 0.223050 -0.1489 -0.5190 -0.0908 0.4877
O -1.652780 -2.013006 -0.445680 0.3429 0.0851 0.0398 -0.9498
H -2.397700 -2.611936 -0.394700 -0.1287 -0.2282 0.0397 0.4799
H -2.037640 -1.142296 -0.345760 -0.2210 0.2716 -0.0738 0.4718
```
Forces are in eV/Å.

Properties
Relative energy (zero: lowest compared OMol25 entry of this formula, charge and spin)   8.8 kcal/mol
HOMO level   -0.38845 Eh
E_tot   -6239.87092 eV
Structure (SMILES)   O.O.O
Multiplicity   1